1.
C14H35N3PdS2 | ωB97M-V with the def2-TZVPD basis set

The geometry in XYZ format:
```
55
Properties=species:S:1:pos:R:3:forces:R:3:nbo_charge:R:1
Pd -0.12071 0.09599 -0.74911 -4.036 -1.224 0.442 0.749
S -1.57497 -2.05337 -0.45237 0.262 0.442 -0.003 0.443
S -1.59519 2.23955 -0.57638 0.454 -0.528 0.352 0.428
C -0.03742 -2.92508 -0.12550 0.868 -0.195 -0.526 -0.789
C -1.59885 -2.33754 -2.25456 -0.464 -0.251 -0.013 -0.549
C -0.89353 -1.23494 -3.01860 0.284 -0.104 0.031 -0.243
N -1.38221 0.04342 -2.45405 0.018 -0.345 -1.778 -0.609
C -0.91117 1.27905 -3.11041 0.241 0.264 0.070 -0.243
C -1.59691 2.42470 -2.38387 -0.381 0.561 -0.073 -0.562
H -2.64976 -2.40811 -2.54452 0.036 0.027 -0.017 0.258
H -1.14851 -3.32065 -2.39630 -0.111 0.151 -0.266 0.268
H -1.01697 -1.33603 -4.10557 -0.161 0.112 0.209 0.247
H 0.18015 -1.26516 -2.79780 0.014 -0.164 -0.331 0.200
H -1.08875 1.32941 -4.19880 -0.086 -0.169 0.386 0.250
H 0.17126 1.32521 -2.93522 -0.127 0.087 -0.380 0.201
H -2.64511 2.49790 -2.69531 0.135 0.018 0.096 0.260
H -1.13549 3.39792 -2.55217 -0.027 -0.102 -0.378 0.271
C -0.15903 3.24769 -0.16317 0.262 0.175 0.312 -0.761
H -2.40413 0.03154 -2.48949 0.087 0.040 0.439 0.412
H 0.59646 3.04728 -0.92328 0.139 0.246 0.128 0.220
H 0.22800 2.95138 0.83216 -0.355 0.160 -0.542 0.252
H -0.42540 4.30877 -0.15225 0.053 -0.193 -0.016 0.271
H -0.02208 -3.35869 0.86878 -0.202 0.029 0.106 0.267
H 0.80228 -2.20480 -0.22461 -0.305 -0.757 0.117 0.249
H 0.06009 -3.72804 -0.87879 0.041 0.301 0.549 0.253
C -4.32282 0.09253 0.51681 0.029 -0.063 -0.780 -0.400
C -3.67427 0.11758 1.66630 1.361 -0.134 -0.138 -0.372
H -4.55382 -0.84252 0.00014 -0.219 0.167 0.369 0.195
H -4.58175 0.99926 -0.03389 -0.097 -0.129 0.330 0.197
H -3.27957 -0.80105 2.11951 -0.559 0.325 0.021 0.196
H -3.25514 1.04563 2.06450 -0.602 -0.169 0.155 0.194
C 1.77811 0.56258 -0.17909 2.354 0.358 0.992 -0.539
N 2.43553 -0.70689 0.07771 -1.136 0.868 -1.088 -0.439
C 3.43081 -1.04650 -0.93217 0.088 -0.143 0.113 -0.414
C 2.87564 -0.87462 1.45003 0.107 0.191 0.225 -0.239
C 1.72911 -1.00705 2.45693 0.352 -0.091 0.458 -0.229
N 0.91021 0.17917 2.58625 -0.194 0.644 -1.338 -0.477
C -0.35450 -0.07356 3.23812 -0.182 -0.055 0.301 -0.405
C 1.64771 1.34859 3.04794 0.185 -0.220 0.286 -0.426
H 2.32945 1.45793 0.13132 0.214 0.063 -0.127 0.249
H 0.91254 0.64734 0.58091 0.379 0.114 0.633 0.264
H 1.57595 0.70928 -1.28038 0.797 0.223 0.088 0.204
H 4.29980 -0.36913 -0.87538 -0.112 -0.240 -0.179 0.208
H 3.74257 -2.07206 -0.69783 0.154 0.260 -0.451 0.229
H 2.97603 -0.99763 -1.94368 0.350 -0.095 0.552 0.198
H 3.42710 -1.81711 1.45185 0.164 0.200 0.279 0.239
H 3.55136 -0.03025 1.73212 -0.156 -0.728 -0.085 0.198
H 1.07847 -1.85681 2.17930 0.366 0.371 0.200 0.202
H 2.19457 -1.21204 3.43869 -0.046 -0.364 -0.178 0.208
H -0.84908 -0.90582 2.70790 0.047 0.294 0.301 0.190
H -0.20612 -0.36344 4.29601 -0.263 0.091 -0.225 0.203
H -1.00988 0.81538 3.18665 0.353 -0.388 0.095 0.210
H 2.01222 1.20422 4.08216 -0.053 0.200 -0.208 0.210
H 2.52876 1.50152 2.39998 -0.436 0.136 0.417 0.193
H 1.01887 2.24805 3.01248 0.111 -0.266 0.067 0.210
```
Forces are in eV/Å.

- Net charge: +2
- Spin multiplicity: 3
- <S²>: 2.01
- Highest occupied orbital energy (spin up / spin down): -0.527 / -0.522 hartree
- Kohn-Sham gap (spin up / spin down): 9.13 / 4.87 eV
- Energy relative to the best compared isomer or geometry (same formula, charge and spin): 0.0 kJ/mol


2.
Cl2OS | ωB97M-V with the def2-TZVPD basis set

The geometry in XYZ format:
```
4
Properties=species:S:1:pos:R:3:forces:R:3:nbo_charge:R:1
O 2.02501 -0.07601 -0.53889 -1.856 -0.124 -0.720 -0.650
S -1.26939 0.68622 0.32169 -0.460 -1.137 -1.375 0.213
Cl 0.80428 0.67944 0.12768 2.742 1.275 1.754 0.548
Cl -1.55990 -1.28964 0.08951 -0.425 -0.013 0.342 -0.111
```
Forces are in eV/Å.

- Highest occupied orbital energy: -0.351 hartree
- Kohn-Sham gap: 7.12 eV
- Energy relative to the best compared isomer or geometry (same formula, charge and spin): 451.6 kJ/mol


3.
C19H14Co2NO7 | ωB97M-V with the def2-TZVPD basis set

The geometry in XYZ format:
```
43
Properties=species:S:1:pos:R:3:forces:R:3:nbo_charge:R:1
C -1.47931 3.84003 -0.67128 -0.731 0.321 0.201 -0.700
C -0.07927 3.48783 -0.85138 1.125 -3.103 -2.274 0.666
N 0.35472 2.36479 -1.47256 0.902 4.653 1.209 -0.432
C 1.87339 2.28973 -1.33733 -1.346 -0.868 -0.493 -0.266
C 2.17276 3.60914 -0.70638 0.223 0.999 0.435 -0.088
O 0.87843 4.25452 -0.41111 0.896 0.267 0.254 -0.445
H -2.13400 2.98229 -0.83947 0.263 -0.009 0.046 0.279
H -1.62401 4.20658 0.34936 -0.025 0.014 -0.141 0.254
H -1.75982 4.62348 -1.38454 0.067 0.028 0.164 0.243
H 2.15725 1.44552 -0.69588 -0.456 0.091 -0.275 0.269
H 2.29377 2.14321 -2.33328 0.022 0.094 0.140 0.231
H 2.69518 3.50649 0.25053 -0.138 0.131 -0.250 0.219
H 2.72650 4.26280 -1.38518 -0.158 0.124 0.247 0.193
O -0.71340 0.79773 -2.76820 0.971 1.312 -0.678 -0.651
C -0.41536 1.19735 -1.61614 -0.682 -2.421 1.156 0.423
Co -0.62252 0.24355 -0.00219 -0.139 1.705 -2.940 0.026
C -0.09215 1.24209 1.32709 0.325 -1.278 0.164 0.417
O 0.16422 1.88374 2.26096 -0.090 0.534 -0.018 -0.611
C -2.31908 0.24251 -0.27062 -2.193 -0.822 1.213 0.434
O -3.46529 0.23933 -0.46078 0.314 0.343 -0.334 -0.600
C -0.11735 -1.63115 0.03081 -0.739 0.041 0.807 -0.223
C -0.70882 -2.29204 1.18063 -0.259 -0.398 -0.287 -0.061
C -0.25989 -1.94722 2.47739 -0.009 -0.465 0.219 -0.202
C -0.87605 -2.48353 3.60705 0.163 0.250 -0.646 -0.205
C -1.97069 -3.34026 3.45375 -0.092 -0.432 -0.144 -0.277
C -2.35886 -3.76117 2.17222 0.050 0.275 0.427 -0.225
C -1.74931 -3.22882 1.04140 0.392 0.119 0.321 -0.193
C -0.01529 -1.31625 -1.31723 -3.572 -0.126 0.094 -0.363
C -0.67685 -1.09369 -2.54450 -0.153 -0.841 1.791 -0.095
Co 1.60941 -1.43448 -0.60695 5.627 0.676 0.146 -0.116
C 2.49178 -2.95573 -0.62516 -0.062 -1.651 0.112 0.479
O 3.09735 -3.93617 -0.71812 -0.026 0.447 0.041 -0.576
C 2.35941 -0.53779 0.76485 0.394 0.360 0.556 0.492
O 2.89487 0.00299 1.63988 -0.442 -0.445 -0.718 -0.596
C 2.32814 -0.80455 -2.06544 0.659 0.157 -0.117 0.505
O 2.80854 -0.45574 -3.06303 -0.388 -0.050 0.222 -0.609
H 0.57149 -1.23829 2.58456 -0.441 -0.368 -0.101 0.218
H -0.48455 -2.23010 4.59639 -0.302 -0.003 -0.276 0.199
H -2.50604 -3.69379 4.33475 0.168 -0.100 -0.198 0.193
H -3.13397 -4.51761 2.05488 -0.007 0.246 0.089 0.195
H -2.05199 -3.51567 0.03701 -0.009 -0.020 0.185 0.197
H -0.10364 -1.23421 -3.45648 -0.305 0.158 -0.103 0.201
H -1.75973 -1.21745 -2.56023 0.205 0.056 -0.244 0.203
```
Forces are in eV/Å.

- Net charge: -1
- Highest occupied orbital energy: -0.088 hartree
- Kohn-Sham gap: 4.86 eV
- Energy relative to the best compared isomer or geometry (same formula, charge and spin): 319.9 kJ/mol


4.
C18H25ClN2O20S5 | ωB97M-V with the def2-TZVPD basis set

The geometry in XYZ format:
```
71
Properties=species:S:1:pos:R:3:forces:R:3:mulliken_charge:R:1
Cl -1.26891 0.92667 1.41980 1.698 -2.561 0.810 -0.168
C -0.25453 -0.60318 1.87063 3.105 -2.218 0.946 0.038
C 1.35382 -0.47387 2.16303 -3.009 -2.805 -0.201 -0.117
C 2.19975 -1.83679 2.50285 -4.653 -1.560 -0.584 -0.375
C 1.41118 -3.27506 2.54847 -0.295 3.233 -0.481 -0.421
C -0.22984 -3.42399 2.28584 1.481 0.890 -0.083 0.401
N -0.79635 -4.81409 2.34819 -4.723 5.534 -1.420 -0.502
C -2.27634 -4.74824 2.09342 1.684 1.756 0.100 -0.198
C -3.14282 -3.40566 1.78598 3.418 0.829 0.309 -0.191
N -2.53109 -2.03721 1.68405 2.334 -5.931 1.296 -0.393
C -1.05217 -2.06260 1.94755 -0.042 0.109 -0.092 0.511
H 1.89224 0.58674 2.12081 -1.402 -2.625 0.034 0.240
H 3.34983 -1.76844 2.71954 -2.595 -0.210 -0.509 0.324
H 2.02401 -4.27388 2.77238 -1.594 2.495 -0.538 0.293
H -2.87112 -5.78006 2.12056 1.579 2.479 -0.017 0.334
H -4.31509 -3.51871 1.62139 2.871 0.448 0.403 0.315
C -2.17131 -4.39181 -1.86433 0.405 0.503 0.451 -0.151
C -3.11258 -3.19059 -1.83609 -0.217 -0.376 0.609 -0.240
O -3.22732 -2.77437 -3.19491 0.550 -0.791 -0.843 -0.330
S -3.10366 -4.08209 -4.16186 -0.550 -0.017 -0.070 1.084
O -4.43919 -4.51416 -4.50944 1.985 0.466 0.147 -0.561
O -2.07768 -3.82719 -5.14613 -1.351 -0.292 0.964 -0.515
O -2.50946 -5.11331 -3.04767 -0.668 0.570 -0.711 -0.349
H -1.12734 -4.07263 -1.94664 -0.091 0.006 0.085 0.289
H -2.28790 -5.02842 -0.98318 -0.062 -0.030 -0.309 0.212
H -2.73112 -2.37704 -1.21449 -0.027 -0.023 -0.309 0.230
H -4.10933 -3.47913 -1.48600 0.105 0.006 0.053 0.292
C 2.09674 5.03533 0.51285 -0.830 0.090 -0.520 -0.064
C 1.02908 4.95927 1.60098 0.162 0.764 -0.168 -0.358
O 1.31227 3.76021 2.31850 1.063 -0.689 -0.208 -0.269
S 2.92281 3.50251 2.30502 0.047 0.665 0.216 1.127
O 3.47023 4.00293 3.54640 -0.459 -0.998 -1.660 -0.559
O 3.16735 2.16418 1.81977 -0.174 1.354 0.837 -0.630
O 3.29613 4.56007 1.12177 -0.116 -0.673 1.238 -0.282
H 1.85415 4.37289 -0.32433 -0.032 0.056 0.079 0.262
H 2.23557 6.05410 0.14122 0.173 -0.392 0.239 0.157
H 0.01694 4.93300 1.19032 0.186 -0.259 0.142 0.328
H 1.11684 5.79893 2.29855 -0.038 -0.023 -0.111 0.299
C -0.23921 -5.68373 -7.23022 -0.315 -0.166 0.663 -0.171
C 1.06250 -5.71526 -6.43381 -0.264 0.715 0.087 -0.299
O 1.91701 -6.60355 -7.15043 -0.405 -0.340 -0.959 -0.320
S 1.57615 -6.49788 -8.74200 0.167 -0.018 -0.347 1.088
O 2.52850 -5.59429 -9.34837 -1.253 -1.341 0.529 -0.530
O 1.32332 -7.82830 -9.24445 0.603 1.701 0.538 -0.534
O 0.15214 -5.71660 -8.60170 1.190 -0.256 -0.111 -0.324
H -0.84661 -6.57183 -7.02798 0.047 0.087 0.049 0.287
H -0.82820 -4.78624 -7.02318 0.181 -0.156 -0.235 0.230
H 0.91545 -6.06451 -5.40903 0.128 -0.158 -0.267 0.282
H 1.53828 -4.72902 -6.41716 -0.118 -0.048 0.050 0.320
C -4.06588 0.94817 4.77681 0.703 0.292 0.042 -0.291
C -3.19979 -0.29390 4.58479 -0.195 0.199 -0.800 -0.028
O -3.48201 -1.12319 5.70970 -0.901 0.378 0.713 -0.340
S -5.03238 -0.89368 6.16147 -0.141 -0.253 0.212 1.109
O -5.83275 -1.94814 5.57953 0.822 1.364 0.965 -0.543
O -5.05536 -0.57408 7.56992 -0.073 -0.685 -1.789 -0.533
O -5.29911 0.47355 5.31445 0.075 -1.063 0.264 -0.334
H -3.61789 1.63236 5.50465 0.004 -0.043 -0.090 0.298
H -4.23901 1.47998 3.83741 -0.181 -0.201 0.184 0.289
H -2.13444 -0.05578 4.53886 -0.156 -0.150 0.220 0.307
H -3.48956 -0.84051 3.68115 0.100 0.178 0.035 0.057
C 5.74014 9.16744 0.74762 0.259 0.644 0.336 -0.310
C 4.44969 9.64876 1.40547 0.284 -0.489 0.535 -0.304
O 3.54665 9.88429 0.32759 0.353 -0.430 -1.037 -0.311
S 3.86934 8.82961 -0.87405 0.185 0.351 -0.375 1.056
O 2.94947 7.71973 -0.75940 1.098 1.393 -0.507 -0.543
O 4.05589 9.57416 -2.09767 -0.602 -1.197 1.621 -0.548
O 5.32840 8.33822 -0.33776 -1.230 0.033 -0.173 -0.290
H 6.31041 10.00714 0.33744 -0.051 -0.058 0.087 0.279
H 6.37116 8.60380 1.44001 -0.191 -0.094 -0.268 0.318
H 4.59557 10.55885 1.99218 -0.159 -0.044 -0.307 0.313
H 4.01832 8.87007 2.04336 0.118 0.072 0.016 0.259
```
Forces are in eV/Å.

- Highest occupied orbital energy: -0.335 hartree
- SMILES string: Clc1cccc2nccnc12.O=S1(=O)OCCO1.O=S1(=O)OCCO1.O=S1(=O)OCCO1.O=S1(=O)OCCO1.O=S1(=O)OCCO1
- Kohn-Sham gap: 7.00 eV